# C54H42AsCrP3S4Si

A structure of composition C54H42AsCrP3S4Si in a non-equilibrium geometry (ωB97M-V/def2-TZVPD, the OMol25 dataset).

Computed properties:
2S+1: 5
max |F|: 1.2 eV/A
<S²>: 6.113
total charge: -2
total energy: -225027.3081 eV

Element x y z (Å)
Cr: 0.59355 0.35387 0.03708
C: 4.46643 -4.73017 0.47205
C: 4.77832 -3.95216 1.57892
C: 4.03824 -2.81767 1.87649
C: 2.96028 -2.43349 1.07305
C: 2.69063 -3.20143 -0.05574
C: 3.42038 -4.34277 -0.35287
P: 1.90750 -0.94627 1.43210
C: 3.26228 0.01624 2.23586
C: 3.42432 0.25714 3.59233
C: 4.44532 1.08910 4.03917
C: 5.31205 1.67991 3.13823
C: 5.17832 1.42143 1.77882
C: 4.15737 0.60121 1.33627
C: 0.83348 -1.58189 2.80562
C: 1.36869 -2.34708 3.84338
C: 0.56151 -2.87199 4.84103
C: -0.80928 -2.66660 4.79967
C: -1.35462 -1.91677 3.76761
C: -0.55913 -1.35031 2.76940
Si: -1.24258 -0.23850 1.37543
C: -2.61865 -0.95336 0.24942
C: -3.95892 -1.12844 0.59637
C: -4.90198 -1.52882 -0.33871
C: -4.50556 -1.78210 -1.64701
C: -3.17763 -1.63945 -2.00975
C: -2.23542 -1.18775 -1.08385
P: -0.41621 -1.16813 -1.35080
C: -0.36633 -3.02064 -1.39707
C: -0.30462 -3.77433 -2.56664
C: -0.37131 -5.16130 -2.51864
C: -0.51729 -5.81547 -1.30497
C: -0.59513 -5.06999 -0.13245
C: -0.52234 -3.69092 -0.17973
C: -0.05673 -0.80230 -3.11874
C: -0.94516 -0.31147 -4.07115
C: -0.49022 0.10818 -5.31671
C: 0.85435 0.02942 -5.63752
C: 1.75380 -0.46670 -4.69752
C: 1.30524 -0.86299 -3.45190
C: -2.02772 1.39008 1.95405
C: -2.68214 1.62887 3.16168
C: -3.10931 2.90088 3.50689
C: -2.87640 3.95717 2.63891
C: -2.24417 3.73962 1.42272
C: -1.81721 2.46392 1.06634
P: -0.93068 2.05030 -0.50207
C: -0.11158 3.54979 -1.21762
C: 1.19964 3.39484 -1.66920
C: 1.88881 4.44475 -2.25430
C: 1.26879 5.67550 -2.41690
C: -0.04764 5.83329 -2.01210
C: -0.73592 4.77709 -1.43289
C: -2.39813 2.09809 -1.65496
C: -3.69718 1.83778 -1.21881
C: -4.76391 1.84781 -2.10593
C: -4.55766 2.12365 -3.44981
C: -3.27000 2.38556 -3.89960
C: -2.20500 2.36912 -3.01227
H: 5.04791 -5.61509 0.24152
H: 5.61499 -4.22499 2.21249
H: 4.31363 -2.21079 2.72955
H: 1.90966 -2.87650 -0.72217
H: 3.16917 -4.92172 -1.23443
H: 2.72595 -0.16163 4.30518
H: 4.52957 1.31705 5.09464
H: 6.06562 2.37211 3.49271
H: 5.83898 1.89985 1.06611
H: 4.00834 0.42837 0.27485
H: 2.43442 -2.53663 3.87364
H: 1.00271 -3.44384 5.64931
H: -1.44633 -3.08779 5.56945
H: -2.42888 -1.76491 3.73018
H: -4.26966 -0.93390 1.61858
H: -5.93998 -1.65341 -0.05033
H: -5.23753 -2.10203 -2.38028
H: -2.87071 -1.89336 -3.01740
H: -0.18693 -3.26957 -3.51850
H: -0.30991 -5.73860 -3.43473
H: -0.56626 -6.89706 -1.26770
H: -0.70228 -5.57264 0.82156
H: -0.56352 -3.10796 0.73527
H: -1.99537 -0.22191 -3.83457
H: -1.19569 0.50447 -6.03866
H: 1.20486 0.36430 -6.60645
H: 2.80994 -0.51620 -4.93511
H: 2.00812 -1.20752 -2.69981
H: -2.81640 0.81049 3.86226
H: -3.58098 3.07847 4.46603
H: -3.16413 4.96265 2.92203
H: -2.04078 4.58758 0.78530
H: 1.68217 2.42795 -1.54799
H: 2.91649 4.30552 -2.56734
H: 1.80409 6.50250 -2.86853
H: -0.54593 6.78630 -2.14980
H: -1.77912 4.90852 -1.17638
H: -3.87305 1.62808 -0.17182
H: -5.76386 1.63722 -1.74373
H: -5.39237 2.14296 -4.14112
H: -3.09590 2.60088 -4.94848
H: -1.20437 2.56823 -3.37560
S: 3.22516 4.92278 3.34927
As: 1.28985 4.25544 3.88801
S: 0.98419 2.02295 3.24447
S: 1.26718 2.28439 1.22405
S: 0.87142 4.37565 5.96382

Here are the Löwdin charges for atoms 1 to 99, given in e:
1 Cr -0.427
2 C -0.111
3 C -0.097
4 C -0.094
5 C -0.301
6 C -0.093
7 C -0.087
8 P 0.969
9 C -0.446
10 C -0.172
11 C -0.098
12 C -0.113
13 C -0.092
14 C -0.141
15 C -0.337
16 C -0.096
17 C -0.093
18 C -0.100
19 C -0.103
20 C -0.277
21 Si 0.586
22 C -0.275
23 C -0.099
24 C -0.102
25 C -0.099
26 C -0.089
27 C -0.350
28 P 0.936
29 C -0.336
30 C -0.084
31 C -0.102
32 C -0.109
33 C -0.079
34 C -0.091
35 C -0.344
36 C -0.104
37 C -0.098
38 C -0.109
39 C -0.095
40 C -0.113
41 C -0.322
42 C -0.107
43 C -0.097
44 C -0.091
45 C -0.080
46 C -0.403
47 P 0.921
48 C -0.375
49 C -0.147
50 C -0.082
51 C -0.106
52 C -0.096
53 C -0.100
54 C -0.299
55 C -0.081
56 C -0.093
57 C -0.110
58 C -0.106
59 C -0.113
60 H 0.089
61 H 0.094
62 H 0.097
63 H 0.057
64 H 0.098
65 H 0.085
66 H 0.102
67 H 0.093
68 H 0.095
69 H 0.094
70 H 0.088
71 H 0.094
72 H 0.092
73 H 0.091
74 H 0.098
75 H 0.091
76 H 0.094
77 H 0.096
78 H 0.097
79 H 0.092
80 H 0.089
81 H 0.101
82 H 0.093
83 H 0.078
84 H 0.095
85 H 0.089
86 H 0.096
87 H 0.094
88 H 0.092
89 H 0.094
90 H 0.096
91 H 0.082
92 H 0.061
93 H 0.098
94 H 0.090
95 H 0.093
96 H 0.096
97 H 0.100
98 H 0.097
99 H 0.088